# 1
# C57H48NO4P3SSiY

A molecular structure, C57H48NO4P3SSiY in a non-equilibrium geometry (wB97M-V/def2-TZVPD, the OMol25 dataset).

Properties
Energy   -4306.68682 hartree
HOMO-LUMO gap   6.14 eV
HOMO level   -3.8 eV
LUMO energy   2.3 eV
Charge   -1
Relative energy (zero: lowest compared OMol25 entry of this formula, charge and spin)   543.6 kJ/mol

Atoms and positions in Å:
Y 13.7336 12.7363 13.9860
S 13.3559 15.1568 12.8962
P 15.0554 9.7131 14.4510
P 10.5688 13.5894 14.0095
P 13.9664 11.4554 10.9848
Si 11.9694 10.4032 13.4213
O 14.7924 16.1070 12.9794
O 13.1937 12.1795 16.0540
O 14.4150 12.9316 15.9989
O 16.8422 16.6690 12.6505
N 16.3775 13.3170 13.7258
C 9.5901 12.0630 13.8752
C 17.0367 13.8354 12.5694
C 12.3798 9.3305 11.8973
C 16.1442 9.7089 15.9189
C 10.1582 15.9353 12.6386
C 12.9041 7.7649 9.6077
C 12.6236 12.2500 9.9379
C 7.2737 11.2570 13.9273
C 12.2504 9.1356 14.7856
C 17.8167 8.8055 17.4512
C 15.7515 10.5716 16.9588
C 15.7568 6.4676 12.0035
C 17.1847 8.6411 12.9090
C 11.1922 8.6744 15.5055
C 10.0443 10.8228 13.4093
C 13.7358 7.6775 15.9678
C 8.6036 15.4537 17.8352
C 11.8332 8.0393 11.7117
C 8.4266 14.9522 10.7157
C 8.8302 15.3016 15.4562
C 7.7386 10.0477 13.4154
C 16.2084 14.6037 11.6082
C 13.2917 9.7650 10.9632
C 12.1248 7.2120 10.5836
C 8.2042 12.2373 14.1455
C 9.1085 9.8652 13.1908
C 10.8333 13.4149 8.0865
C 9.6338 16.7802 11.6654
C 17.1827 8.8366 16.1531
C 12.6510 7.0355 16.5624
C 11.4041 7.6064 16.4050
C 9.6042 14.4030 17.8485
C 10.2103 13.9268 16.7774
C 11.1568 12.0752 8.0750
C 13.5106 9.0136 9.7602
C 8.9879 14.0596 11.6444
C 15.8485 8.5243 13.3021
C 8.7839 16.2881 10.6999
C 11.9490 11.4644 8.9686
C 11.5105 14.1996 8.9913
C 15.9467 15.8879 12.4224
C 9.8251 14.3388 15.5160
C 17.8236 7.7441 12.0978
C 8.1713 15.8756 16.5779
C 16.3757 10.5187 10.0350
C 9.8567 14.5758 12.5863
C 17.3593 10.9426 7.8832
C 15.1501 7.4493 12.7807
C 17.0896 6.6464 11.6328
C 15.2861 11.2936 9.7314
C 16.3506 11.8160 7.6160
C 16.3472 10.5216 18.2008
C 15.3139 12.0351 8.5444
C 17.4875 9.6692 18.4247
C 17.3941 10.2908 9.1318
C 13.5909 8.6765 15.0172
C 12.4012 13.6577 9.9169
H 8.3616 15.5101 14.5072
H 7.4590 16.6710 16.4341
H 17.6609 8.1731 15.4079
H 18.6916 8.1200 17.6009
H 15.3390 14.0567 11.2398
H 9.4517 8.8936 12.9313
H 7.7539 14.6047 9.9387
H 9.9725 14.1476 18.8497
H 11.7195 6.2159 10.5023
H 11.2855 15.2741 9.0017
H 10.0697 13.8343 7.4299
H 8.3631 16.8528 9.8923
H 7.0881 9.1545 13.1966
H 14.5717 12.8249 8.3227
H 12.7218 6.1392 17.2651
H 18.2519 9.7094 9.3310
H 12.8752 14.3699 10.5826
H 10.2510 9.1704 15.3759
H 16.4090 10.0087 11.0041
H 17.5122 13.0342 12.0153
H 11.0226 13.2486 16.9674
H 17.8530 14.5230 12.9412
H 16.8208 12.5481 14.2362
H 10.8504 16.2927 13.3516
H 18.8423 7.9410 11.8523
H 16.0773 11.2365 18.9513
H 8.0849 15.8422 18.6988
H 17.7641 9.4633 13.2819
H 14.6879 7.4026 16.3156
H 18.1976 10.8266 7.1552
H 12.1754 10.4178 9.0263
H 13.1393 7.2424 8.6566
H 9.9139 17.8585 11.6421
H 8.7428 12.9789 11.6063
H 10.5925 7.0971 16.8693
H 16.3041 14.0087 14.4933
H 18.0780 9.7205 19.3472
H 16.3166 12.3411 6.6641
H 11.1323 7.6825 12.4576
H 14.0693 9.3977 8.9555
H 6.2344 11.4891 14.0916
H 14.1472 7.2617 13.1232
H 15.0575 5.7038 11.5992
H 15.0109 11.3930 16.8802
H 17.6519 5.9264 11.0069
H 16.8348 14.9479 10.8127
H 7.7642 13.1819 14.4311
H 10.6081 11.4145 7.4086

These are the Mulliken partial charges, in e, on atoms 1 to 99: 0.693 -0.372 2.199 0.782 1.236 1.587 -0.414 -0.534 -0.794 -0.688 -0.361 -0.796 -0.929 0.839 0.638 -0.687 -0.857 1.155 -0.947 0.462 -0.722 -0.560 -0.516 -0.744 -1.037 0.516 0.210 -0.508 -0.136 -0.662 -0.145 -0.726 0.900 0.544 -1.311 -0.201 0.059 -0.690 -0.933 -0.039 -1.119 -0.724 -0.612 -0.741 -0.800 -1.457 -0.025 0.723 -0.612 -0.497 -0.626 0.245 0.261 -0.448 -0.901 0.262 0.871 -0.676 -0.964 -0.756 -0.087 -0.703 -0.987 -0.316 -0.449 -0.699 -1.031 0.185 0.372 0.420 0.233 0.305 -0.718 0.263 0.361 0.358 0.424 0.312 0.402 0.369 0.282 0.332 0.263 0.555 -0.283 0.590 -0.013 0.418 0.464 0.511 0.091 0.745 0.555 0.460 0.373 0.372 0.619 0.289 0.498

---

# 2
# C13H27N4O5PS

C13H27N4O5PS in the gas phase in a non-equilibrium geometry (wB97M-V/def2-TZVPD, the OMol25 dataset).

Properties
Energy   -1846.22843 hartree
HOMO-LUMO gap   8.76 eV
HOMO level   -8.3 eV
LUMO energy   0.5 eV

Atoms and positions in Å:
S 0.1715 3.3266 -0.0107
P 3.3039 1.7526 -1.0401
O 3.5562 1.2562 0.5071
O 1.1733 2.9751 0.9900
O 0.6107 2.6249 -1.3888
O -1.1674 2.5234 0.3885
O 2.4262 -3.0256 0.1535
N 1.5236 1.1278 -2.8261
N -0.1856 -4.3099 0.1934
N -2.3137 0.7172 1.2913
N -3.8186 0.6835 -1.7690
C 0.1379 -3.1481 -0.6172
C 1.5069 -1.0762 -1.0293
C -2.8122 -1.3797 2.3973
C -2.1807 0.7296 3.7217
C 1.2581 -2.2543 -0.0656
C -1.4243 0.3788 -1.6048
C -2.4287 0.0763 2.3846
C 1.4612 1.4296 -1.4149
C 3.4218 3.5741 -0.9986
C -0.5939 0.2189 -0.3234
C -1.0298 1.1555 0.8056
C 0.9306 0.2598 -0.5385
C -2.8507 -0.0613 -1.4474
H -0.8320 -0.7654 0.0822
H 0.9210 -1.8557 0.8973
H -1.6660 0.0626 4.4149
H 2.5228 -3.6183 -0.6017
H 2.5898 -0.9658 -1.1110
H 3.5595 2.0103 1.1131
H 1.3790 0.4039 0.4493
H -0.7599 -2.5552 -0.8087
H 2.5341 4.0415 -1.4210
H 0.3363 -5.1254 -0.0823
H -0.3102 1.0503 1.6266
H -0.0789 -4.1369 1.1821
H -2.0171 -1.9434 1.9044
H -0.9979 -0.3143 -2.3412
H 2.3900 0.6710 -3.0697
H -3.1186 1.0874 4.1435
H 4.2845 3.9040 -1.5737
H 1.1249 -1.3523 -2.0160
H -4.6911 0.1860 -1.5953
H -3.7507 -1.5548 1.8717
H -1.5226 1.5864 3.5619
H -2.9797 -1.0849 -1.0762
H 0.4767 -3.4944 -1.6004
H -1.4170 1.3955 -1.9875
H 0.7172 0.6158 -3.1521
H 3.5281 3.9587 0.0175
H -2.8985 -1.7610 3.4139

Per-atom Mulliken charges, elementary charge units: 0.311 -0.048 -0.468 -0.484 -0.347 -0.375 -0.623 -0.610 -0.581 -0.278 -0.682 -0.801 -1.092 -0.934 -1.253 -0.057 -0.975 0.692 0.746 -0.973 1.557 -0.729 -0.656 -0.374 -0.623 0.327 0.395 0.373 0.658 0.312 0.822 0.129 0.286 0.284 0.741 0.239 0.077 0.602 0.303 0.326 0.335 0.328 0.269 0.284 0.368 0.429 0.586 0.186 0.258 0.317 0.423

---

# 3
# C30H40BN6O2S2Ti

A molecular structure, C30H40BN6O2S2Ti in a non-equilibrium geometry (wB97M-V/def2-TZVPD, the OMol25 dataset).

Properties
Energy   -3316.81955 hartree
HOMO-LUMO gap (alpha / beta)   5.64 / 8.73 eV
HOMO level (alpha / beta)   -7.8 / -10.9 eV
LUMO energy (alpha / beta)   -2.2 / -2.2 eV
Charge   +1
Relative energy (zero: lowest compared OMol25 entry of this formula, charge and spin)   100.5 kJ/mol
Spin multiplicity   3

Atoms and positions in Å:
Ti -0.2692 0.8831 0.0551
S 0.5237 -2.0089 -0.7375
S 0.1740 1.2473 3.1072
O -0.6684 -1.2744 -0.1396
O 0.2456 0.3592 1.8257
N -1.6097 1.3636 -2.3029
N -0.2869 3.3170 -1.4346
N -1.9935 1.0019 -1.0335
N 1.3058 0.8718 -1.1777
N 0.9798 1.3809 -2.4095
N -0.0102 3.0110 -0.1180
C -3.6428 0.5088 -2.4501
C 1.4763 -4.5273 -0.3422
C -1.5641 1.3634 3.3674
C 1.7694 0.5960 5.1492
C -0.3363 4.6464 -1.6240
C 0.1491 4.1891 0.4848
C 2.6027 0.5618 -1.2164
C 1.3806 -5.8406 0.0988
C 0.1326 -7.7182 1.2409
C -2.5394 1.4215 -4.6193
C -2.6110 1.0828 -3.1648
C 0.0664 -2.2423 -2.4410
C -0.0196 -0.9828 4.7320
C 0.6472 0.1987 4.4406
C -3.2025 0.4724 -1.1215
C 0.5627 4.3622 1.9136
C 2.0644 1.3806 -3.2052
C 2.0201 1.8977 -4.6064
C 2.2268 -0.2020 6.1928
C 3.1170 0.8643 -2.4850
C 0.3876 -3.6848 -0.1854
C -0.0542 5.2422 -0.4146
C -0.6565 5.2709 -2.9444
C -0.8551 -5.4340 0.8583
C 0.2223 -6.3082 0.7136
C 1.5618 -1.3763 6.4989
C 0.4438 -1.7719 5.7697
C -3.8931 -0.0657 0.0872
C -0.7815 -4.1225 0.4175
C 3.3240 -0.0119 -0.0443
B -0.3247 2.2247 -2.5380
H -1.9402 1.9129 2.5055
H 2.7241 0.0527 0.8637
H 1.9159 -1.9964 7.3127
H -1.7676 -5.7885 1.3258
H -0.7160 -8.2473 0.8050
H -1.6543 0.9962 -5.0948
H 2.3917 -4.1699 -0.8031
H -1.7693 1.9151 4.2846
H -2.5039 2.5015 -4.7709
H -3.2648 0.0369 0.9729
H -0.0068 -7.7165 2.3231
H 2.2231 -6.5100 -0.0295
H 4.1316 0.7335 -2.8287
H -0.0068 6.2989 -0.2023
H 1.9630 2.9874 -4.6263
H -0.3642 2.7210 -3.6251
H -4.8327 0.4574 0.2683
H 0.1309 5.0927 -3.6788
H 0.8777 -2.7584 -2.9564
H -4.1197 -1.1252 -0.0394
H -0.7649 6.3464 -2.8168
H -1.6116 -3.4372 0.5393
H -3.4214 1.0342 -5.1258
H -1.9728 0.3564 3.4076
H -4.5867 0.1608 -2.8396
H -0.8558 -2.8229 -2.4661
H -0.2524 4.1752 2.6203
H -0.0803 -1.2454 -2.8598
H 4.2602 0.5228 0.1182
H 2.9224 1.5972 -5.1352
H 1.0355 -8.2851 1.0199
H 2.2761 1.5199 4.8937
H -0.8779 -1.2958 4.1509
H 3.0995 0.0958 6.7589
H -0.0641 -2.6964 6.0105
H -1.5871 4.8792 -3.3566
H 0.8841 5.3918 2.0601
H 1.3974 3.7114 2.1741
H 3.5672 -1.0643 -0.2089
H 1.1560 1.5146 -5.1486

Per-atom Mulliken charges, elementary charge units: 0.301 1.019 0.513 -0.505 -0.279 0.956 0.262 0.285 0.693 0.746 0.377 -1.436 -0.647 -1.129 -0.255 0.743 0.735 0.472 -0.859 -1.434 -1.366 0.804 -0.902 -0.396 0.535 0.626 -1.279 0.735 -1.391 -0.660 -1.362 0.202 -1.445 -1.383 -0.656 0.937 -0.430 -0.732 -1.250 -0.601 -1.381 -1.009 0.387 0.069 0.395 0.408 0.346 0.250 0.424 0.501 0.221 0.009 0.332 0.308 0.534 0.487 0.234 -0.148 0.390 0.218 0.459 0.285 0.378 0.405 0.402 0.365 0.520 0.410 0.137 0.095 0.442 0.411 0.342 0.428 0.170 0.403 0.411 0.257 0.412 0.274 0.222 0.252

---

# 4
# C2H2LiO2Ru

A molecular structure, C2H2LiO2Ru in a non-equilibrium geometry (wB97M-V/def2-TZVPD, the OMol25 dataset).

Properties
Energy   -329.81383 hartree
HOMO-LUMO gap (alpha / beta)   5.97 / 7.12 eV
HOMO level (alpha / beta)   -10.5 / -13.3 eV
LUMO energy (alpha / beta)   -4.5 / -6.2 eV
Charge   +1
Spin multiplicity   7

Atoms and positions in Å:
Ru -2.3899 0.6556 -0.1623
O -1.4064 -0.8835 -0.2527
O -0.4303 1.7632 0.1590
C 1.1926 -0.0348 0.3643
C 0.6025 1.1774 0.2834
Li -0.9243 -2.0136 -1.4407
H 2.0465 -0.1795 -0.3051
H 1.3094 -0.4848 1.3542

Per-atom Mulliken charges, elementary charge units: 1.000 -0.995 -0.470 -0.657 0.566 0.872 0.358 0.326